[1]
This record from the OMol25 dataset describes a molecular structure, C28H19BrClN2O9Re in a non-equilibrium geometry. The level of theory is wB97M-V/def2-TZVPD.

Last column: Mulliken charge in e.
Cartesian coordinates (Å):
1 Re 0.7367 0.6219 0.0089  2.0216
2 Br 5.2669 5.5935 -0.4345  -0.1292
3 C 3.9609 4.2359 -0.3079  0.0157
4 C 3.0896 4.0179 -1.3722  -0.6442
5 C 2.1463 3.0131 -1.2761  -0.1152
6 C 2.0631 2.2225 -0.1306  0.2758
7 C 2.9370 2.4666 0.9329  -0.5563
8 C 3.8833 3.4689 0.8517  -0.5606
9 H 3.1604 4.6281 -2.2597  0.4636
10 H 1.4690 2.8248 -2.0992  0.6148
11 H 2.8821 1.8662 1.8330  0.3930
12 H 4.5570 3.6551 1.6745  0.4560
13 C -1.8866 1.9367 3.2472  -1.7693
14 C -1.3962 2.1586 1.8482  0.8630
15 O -0.3559 1.5418 1.5162  -0.5468
16 C -2.1579 3.0124 0.9536  0.8988
17 C -3.4719 3.3912 1.2881  -0.7194
18 C -4.2353 4.1357 0.4151  -0.8253
19 C -3.7160 4.5010 -0.8206  -0.4811
20 C -2.4086 4.1673 -1.1519  -0.5523
21 C -1.6224 3.4505 -0.2728  0.0596
22 H -1.1526 1.3580 3.8032  0.3760
23 H -2.8208 1.3740 3.2185  0.4207
24 H -2.0670 2.8797 3.7590  0.4735
25 H -3.8985 3.0758 2.2248  0.4259
26 H -5.2410 4.4232 0.6846  0.4235
27 H -4.3253 5.0607 -1.5125  0.4388
28 H -2.0024 4.4647 -2.1043  0.4361
29 H -0.5905 3.2328 -0.5186  0.2873
30 Cl -4.6897 -3.7761 1.4308  -0.1862
31 C -3.8191 -2.6026 0.5357  0.3743
32 C -2.5954 -2.1272 0.9979  -1.7673
33 C -1.9308 -1.1409 0.2947  0.0297
34 C -2.4625 -0.6221 -0.8829  0.8007
35 C -3.6827 -1.1209 -1.3436  -0.6670
36 C -4.3518 -2.1066 -0.6497  -0.6893
37 C -1.8273 0.4747 -1.7070  -0.0617
38 O -2.3802 0.8719 -2.7060  -0.6216
39 O -0.7108 0.9956 -1.2763  -0.8818
40 H -2.1786 -2.5366 1.9030  0.4730
41 H -0.9882 -0.7844 0.7061  1.2276
42 H -4.0890 -0.7131 -2.2561  0.5266
43 H -5.2839 -2.4949 -1.0253  0.4706
44 O 2.2529 -0.7434 0.8603  -0.7154
45 C 2.2046 -1.3691 -0.2312  0.9393
46 O 1.6439 -0.7847 -1.2020  -0.7403
47 C 2.5652 -2.8035 -0.3626  0.4404
48 C 3.8388 -3.3469 -0.2660  -0.6032
49 C 3.9857 -4.7234 -0.3915  -0.1321
50 C 2.9051 -5.5758 -0.5577  -0.4835
51 C 1.6449 -5.0067 -0.6330  -0.1134
52 C 1.4697 -3.6351 -0.5705  -0.5884
53 N 0.4540 -5.8394 -0.7490  1.0387
54 O -0.6070 -5.2726 -0.6163  -0.5962
55 O 0.6161 -7.0126 -0.9473  -0.5878
56 N 5.3291 -5.3069 -0.3312  1.0542
57 O 6.2474 -4.5426 -0.1761  -0.6070
58 O 5.4020 -6.5022 -0.4442  -0.5921
59 H 4.7201 -2.7419 -0.1108  0.5784
60 H 3.0465 -6.6470 -0.6215  0.6131
61 H 0.4676 -3.2418 -0.6695  0.6239

Atomic forces in eV per Å
Re -0.46 1.06 0.30
Br -0.18 -0.16 0.02
C -0.01 0.05 -0.03
C 0.16 0.11 0.15
C -0.16 -0.16 -0.22
C -0.87 -1.12 0.00
C -0.20 -0.06 0.24
C 0.06 0.05 -0.12
H 0.00 0.02 -0.06
H 0.00 0.04 -0.09
H 0.04 0.00 0.07
H 0.05 0.00 0.02
C 0.42 -0.11 0.04
C -0.57 0.09 0.34
O 0.76 -0.17 -0.76
C 0.10 0.14 -0.45
C 0.24 -0.17 0.05
C -0.05 -0.02 -0.05
C 0.17 -0.07 0.19
C 0.09 0.02 -0.04
C -0.02 -0.06 0.31
H -0.02 0.01 -0.02
H -0.04 0.01 -0.03
H -0.07 0.04 -0.04
H -0.10 0.00 0.13
H -0.04 -0.04 0.03
H -0.04 0.05 -0.10
H 0.06 0.07 -0.11
H -0.17 0.12 0.00
Cl 0.00 -0.17 0.11
C 0.24 0.41 -0.30
C -0.14 -0.25 0.19
C -0.19 0.09 -0.52
C 0.06 0.12 -0.12
C 0.28 0.08 0.07
C 0.01 -0.08 0.13
C -2.44 -1.15 -0.58
O 0.68 0.13 0.55
O 3.23 0.54 0.84
H 0.06 -0.04 0.15
H 0.12 -0.03 0.18
H -0.02 -0.01 -0.07
H -0.15 -0.05 0.02
O -0.75 0.87 0.02
C 0.70 -1.04 0.28
O -0.81 0.74 -0.70
C -0.03 -0.35 -0.12
C 0.16 -0.07 0.07
C -0.85 0.40 -0.01
C -0.07 -0.06 -0.04
C 0.84 0.73 0.15
C -0.11 -0.16 -0.04
N -0.04 0.07 0.04
O -0.48 0.04 -0.02
O 0.05 -0.56 -0.10
N -0.18 0.07 0.01
O 0.47 0.31 0.07
O 0.17 -0.53 -0.03
H 0.01 0.05 0.01
H -0.02 0.08 -0.01
H -0.01 0.04 0.03

Strongest force on any atom ... 3.4 eV/A
ΔE to the lowest compared entry with this formula, charge and spin ... 23.77 kJ/mol
Spin multiplicity ... 2
Net charge ... +1
Gap between HOMO and LUMO (spin up / spin down) ... 6.05 / 6.56 eV
DFT total energy ... -135433.8013 eV



[2]
This record from the OMol25 dataset describes a molecular structure, C28H19CdF3N4O9S. The level of theory is wB97M-V/def2-TZVPD.

Last column: Mulliken charge in e.
Cartesian coordinates (Å):
1 Cd -1.4399 -0.0175 -0.7395  0.0546
2 O 3.1271 -1.6288 -1.5385  -0.7133
3 C 1.9670 -1.6507 -1.1650  -0.0399
4 O 1.1958 0.8771 -1.6687  -0.6621
5 C 0.9871 -2.4838 -1.9391  0.4562
6 C 1.4113 -2.8580 -3.1938  -0.5433
7 C 0.6735 -3.7276 -3.9949  -0.6847
8 C -0.5108 -4.2843 -3.5152  -0.3751
9 C -0.9601 -3.9018 -2.2880  -0.3303
10 C -0.2820 -2.9615 -1.4050  1.0473
11 O -0.7476 -2.6442 -0.2983  -0.8091
12 N -2.2359 -4.4757 -1.8677  1.0214
13 O -3.0712 -3.7389 -1.3948  -0.4955
14 O -2.4003 -5.6792 -2.0477  -0.6924
15 N 1.1319 -4.0734 -5.3080  1.0476
16 O 2.1947 -3.6105 -5.7044  -0.6747
17 O 0.4622 -4.8589 -5.9754  -0.6966
18 H 2.3549 -2.4705 -3.5508  0.5695
19 H -1.0726 -4.9877 -4.1114  0.5292
20 F -6.6663 -2.0600 -4.1560  -0.3392
21 C -5.9639 -1.5572 -3.1026  0.5709
22 F -6.1947 -2.3888 -2.0776  -0.2080
23 F -6.5574 -0.3846 -2.8022  -0.2462
24 C -4.5107 -1.4043 -3.4386  0.0254
25 C -4.0630 -1.7699 -4.6929  -0.1815
26 C -2.7249 -1.6261 -5.0312  -0.9348
27 C -1.8820 -1.1058 -4.0669  -0.4153
28 N -2.2968 -0.7562 -2.8575  -0.2238
29 C -3.5916 -0.8947 -2.4897  0.5315
30 S -3.9657 -0.4267 -0.8811  -0.5450
31 H -4.7649 -2.1741 -5.4096  0.4555
32 H -2.3469 -1.9197 -5.9999  0.4121
33 H -0.8214 -0.9733 -4.2531  0.5682
34 C 1.9940 5.0355 6.7328  -1.5868
35 C 2.0050 3.7690 5.9114  1.1968
36 C 2.2115 2.5499 6.5581  -0.9209
37 C 2.2009 1.3708 5.8309  -0.8993
38 C 1.9970 1.3850 4.4626  -0.7322
39 C 1.8197 2.6008 3.7900  0.3417
40 N 1.6449 2.6884 2.4269  -0.1673
41 C 1.6037 1.5916 1.5476  -0.5968
42 C 2.7437 0.6678 1.5780  -0.2352
43 C 2.7613 -0.4410 0.8453  -1.1767
44 C 1.5530 -0.8438 0.0535  1.1681
45 C 0.6925 0.3584 -0.4023  -0.6464
46 C 0.6575 1.4866 0.5859  0.7465
47 C -0.4156 2.5686 0.3995  0.6284
48 O -0.1994 3.7012 0.8959  -0.8569
49 O -1.4610 2.2527 -0.2310  -0.7373
50 C 1.8111 3.8045 4.5330  0.8088
51 C 1.5840 5.0877 3.7814  -1.6924
52 H 2.1588 4.8036 7.7855  0.3684
53 H 1.0406 5.5621 6.6503  0.3399
54 H 2.7750 5.7314 6.4170  0.3385
55 H 2.3620 2.5317 7.6317  0.2613
56 H 2.3346 0.4214 6.3369  0.3722
57 H 1.9505 0.4573 3.9102  0.4435
58 H 1.0219 3.4216 2.0596  0.6051
59 H 3.5984 0.9569 2.1794  0.5183
60 H 3.6478 -1.0619 0.8014  0.4203
61 H 0.9165 -1.4930 0.6640  0.6707
62 H 1.9844 1.4009 -1.4705  0.4002
63 H 2.3114 5.1885 2.9713  0.3687
64 H 1.6597 5.9618 4.4246  0.4183
65 H 0.5998 5.1013 3.3041  0.3537

Atomic forces in eV per Å
Cd -0.10 0.07 -0.06
O 0.03 -0.02 0.06
C -0.03 0.06 -0.05
O -0.02 0.02 0.00
C 0.03 -0.03 0.00
C -0.02 0.01 -0.02
C -0.05 0.07 -0.05
C 0.00 0.03 -0.01
C -0.04 -0.01 0.00
C -0.03 0.03 -0.04
O 0.02 0.04 0.05
N 0.00 -0.01 0.00
O 0.03 -0.05 -0.01
O -0.01 0.00 0.00
N 0.18 -0.29 0.15
O -0.06 0.11 -0.05
O -0.06 0.10 -0.05
H -0.01 0.00 0.00
H -0.01 0.00 0.00
F 0.01 0.00 0.01
C -0.02 -0.02 0.02
F 0.00 0.01 -0.02
F 0.01 0.00 0.00
C -0.01 -0.01 -0.01
C -0.03 0.00 0.01
C 0.03 -0.01 0.00
C 0.03 -0.05 0.01
N 0.02 -0.02 -0.08
C -0.04 0.00 0.00
S 0.01 0.00 0.03
H 0.00 0.00 0.00
H 0.00 0.00 0.00
H 0.01 0.01 0.00
C 0.00 0.00 0.00
C 0.00 0.00 0.00
C 0.00 0.00 0.00
C 0.00 0.00 0.00
C -0.01 0.00 0.00
C 0.01 0.00 0.02
N 0.03 -0.01 -0.02
C 0.01 0.01 0.00
C 0.00 0.00 0.01
C 0.02 -0.02 0.00
C -0.01 -0.02 -0.02
C 0.02 -0.02 0.02
C 0.00 0.02 0.00
C -0.01 -0.05 0.10
O 0.00 0.05 -0.03
O 0.09 -0.04 0.02
C 0.00 -0.01 -0.01
C 0.00 0.00 0.00
H 0.00 0.00 0.00
H 0.00 0.00 0.00
H 0.00 0.00 0.00
H 0.00 0.00 0.00
H 0.00 0.00 0.00
H 0.00 0.00 0.00
H -0.02 0.00 0.00
H 0.00 0.00 0.00
H 0.01 0.01 -0.01
H -0.02 0.03 0.03
H 0.01 -0.01 0.00
H 0.00 0.00 0.00
H 0.00 0.00 0.00
H 0.00 0.00 0.00

Strongest force on any atom ... 0.4 eV/A
ΔE to the lowest compared entry with this formula, charge and spin ... 0.00 kJ/mol
Net charge ... -2
Gap between HOMO and LUMO ... 6.62 eV
DFT total energy ... -77283.5415 eV



[3]
This record from the OMol25 dataset describes a molecular structure, C28H19Cl3CuN3O2. The level of theory is wB97M-V/def2-TZVPD.

Last column: Mulliken charge in e.
Cartesian coordinates (Å):
1 Cu 1.3307 0.9567 -0.4250  -0.7031
2 C 6.5748 -0.5282 -1.3289  -0.3999
3 C 6.5979 0.8452 -1.5477  -0.5561
4 C 5.5012 1.6231 -1.2201  -0.3283
5 C 4.3757 1.0179 -0.6620  0.3998
6 C 4.3450 -0.3550 -0.4485  -0.1167
7 C 5.4487 -1.1247 -0.7829  -0.6821
8 N 3.2060 1.7448 -0.2912  0.2793
9 N 3.3378 2.9999 -0.3373  -0.4938
10 C 2.1529 3.6692 -0.0352  0.7174
11 C 2.2051 4.9984 0.3933  -0.5198
12 C 1.0143 5.6390 0.6529  -0.2377
13 C -0.1863 4.9440 0.4954  -0.6569
14 C -0.1441 3.6264 0.0891  -0.2704
15 N 1.0055 3.0098 -0.1970  -0.1211
16 H 7.4327 -1.1321 -1.5975  0.3690
17 H 7.4729 1.3085 -1.9860  0.3472
18 H 5.4976 2.6882 -1.3952  0.4144
19 H 3.4467 -0.8078 -0.0533  0.2653
20 H 5.4163 -2.1954 -0.6298  0.3807
21 H 3.1646 5.4799 0.5159  0.4347
22 H 1.0099 6.6706 0.9811  0.3664
23 H -1.1383 5.4223 0.6789  0.3825
24 H -1.0317 3.0148 -0.0176  0.3798
25 C -0.3181 0.2065 0.3606  -2.1412
26 C -1.3143 -0.4322 0.7011  2.7096
27 C -2.4840 -1.1308 0.9943  -0.5695
28 C -2.9613 -1.1423 2.3783  0.3419
29 C -2.0433 -1.0021 3.4304  -0.6190
30 C -2.4617 -0.9735 4.7485  -0.5275
31 C -3.8126 -1.0686 5.0636  -0.4157
32 C -4.7380 -1.1792 4.0343  -0.6511
33 C -4.3217 -1.2141 2.7131  -0.2045
34 C -3.1761 -1.8184 -0.0949  0.6045
35 C -4.0479 -2.8980 0.1200  -0.2460
36 C -4.6539 -3.5511 -0.9408  -0.6603
37 C -4.4079 -3.1526 -2.2482  -0.4673
38 C -3.5284 -2.1013 -2.4801  -0.5382
39 C -2.9175 -1.4486 -1.4257  -0.6684
40 H -0.9930 -0.9139 3.1827  0.4047
41 H -1.7274 -0.8756 5.5391  0.3600
42 H -4.1395 -1.0450 6.0956  0.3612
43 H -5.7967 -1.2267 4.2604  0.3624
44 H -5.0599 -1.2648 1.9240  0.5607
45 H -4.2209 -3.2556 1.1256  0.5640
46 H -5.3108 -4.3901 -0.7432  0.3698
47 H -4.8793 -3.6674 -3.0760  0.3687
48 H -3.2983 -1.7946 -3.4927  0.4061
49 H -2.2126 -0.6491 -1.6189  0.3702
50 Cl 0.4560 -3.3084 -2.0307  -0.1435
51 C 0.9593 -2.1613 -3.2873  0.5627
52 Cl 2.6241 -2.5526 -3.8075  -0.1799
53 Cl -0.1144 -2.3292 -4.6834  -0.1528
54 C 0.9422 -0.6968 -2.6881  0.3173
55 O 0.1773 0.1120 -3.1834  -0.6442
56 O 1.7443 -0.5903 -1.7221  -0.4853

Atomic forces in eV per Å
Cu -0.36 -0.25 0.21
C 0.00 0.00 0.00
C -0.03 0.02 0.01
C -0.03 -0.08 0.03
C 0.04 -0.10 -0.03
C 0.03 0.05 -0.02
C -0.02 -0.01 0.01
N -0.04 -0.11 0.04
N 0.02 0.13 0.03
C -0.03 0.04 0.01
C -0.06 -0.03 0.01
C 0.03 0.01 0.00
C -0.03 -0.04 0.02
C 0.03 0.01 0.06
N 0.08 0.02 -0.32
H 0.00 0.00 0.00
H 0.00 0.00 0.00
H 0.00 0.03 0.00
H 0.00 0.01 0.01
H 0.01 0.00 0.00
H 0.01 0.00 0.00
H 0.00 0.00 0.01
H 0.00 0.00 0.01
H -0.02 0.03 -0.04
C 0.49 0.01 0.11
C -0.22 0.05 -0.01
C 0.03 -0.01 0.02
C 0.00 0.04 -0.04
C 0.01 -0.01 0.02
C 0.00 0.00 -0.01
C 0.00 0.00 0.00
C 0.00 0.00 0.00
C 0.00 -0.02 -0.01
C 0.00 -0.01 -0.01
C 0.01 0.00 0.00
C 0.00 0.00 -0.01
C 0.00 0.00 0.02
C 0.01 -0.01 -0.01
C 0.01 0.02 0.00
H 0.00 0.00 0.00
H 0.00 0.00 0.00
H 0.00 0.00 0.01
H 0.00 0.00 0.00
H 0.00 -0.02 -0.01
H -0.01 0.01 0.03
H -0.01 0.00 0.00
H 0.00 0.00 -0.01
H 0.01 0.00 -0.01
H 0.00 0.00 0.00
Cl -0.02 0.02 -0.01
C 0.08 0.00 -0.03
Cl 0.00 -0.02 0.00
Cl -0.02 -0.01 -0.01
C -0.04 -0.06 0.17
O -0.01 0.04 -0.02
O 0.04 0.22 -0.22

Strongest force on any atom ... 0.5 eV/A
ΔE to the lowest compared entry with this formula, charge and spin ... 9.95 kJ/mol
Spin multiplicity ... 2
Net charge ... -1
Gap between HOMO and LUMO (spin up / spin down) ... 5.04 / 6.07 eV
DFT total energy ... -120116.4411 eV



[4]
This record from the OMol25 dataset describes a molecular structure, C28H19Cl3IrN7O3SSe in a non-equilibrium geometry. The level of theory is wB97M-V/def2-TZVPD.

Last column: Mulliken charge in e.
Cartesian coordinates (Å):
1 Ir 2.5197 2.2492 0.0708  1.7070
2 Se -4.6114 4.5792 -0.9311  0.3518
3 N -3.4232 3.8630 -2.0310  -0.8069
4 C -2.3463 3.6237 -1.3306  0.8612
5 C -1.1339 3.0427 -1.8939  0.3096
6 C -0.9728 2.6661 -3.2335  -0.5941
7 C 0.2298 2.1287 -3.6422  -0.6826
8 C 1.2649 1.9803 -2.7259  -0.3049
9 N 1.1221 2.3465 -1.4533  -0.3062
10 C -0.0626 2.8533 -1.0375  0.4800
11 C -0.1427 3.1768 0.3678  0.0863
12 N 0.9612 2.9123 1.1072  -0.9024
13 C 0.9884 3.1692 2.4160  -0.0805
14 C -0.1135 3.7362 3.0424  -0.9339
15 C -1.2489 4.0214 2.3116  -0.5537
16 C -1.2750 3.7333 0.9418  0.2077
17 C -2.4119 3.9716 0.0630  0.9873
18 N -3.5397 4.4883 0.4755  -0.8441
19 H -1.7958 2.7965 -3.9249  0.5958
20 H 0.3876 1.8246 -4.6668  0.4944
21 H 2.2268 1.5768 -3.0156  0.4848
22 H 1.9039 2.9325 2.9426  0.5282
23 H -0.0583 3.9478 4.1008  0.4793
24 H -2.1211 4.4631 2.7771  0.6023
25 Cl 3.6358 -5.7870 -3.0833  -0.1720
26 C 2.5650 -5.0209 -1.9734  0.2552
27 C 2.1972 -5.6656 -0.8045  -0.9408
28 C 1.3219 -5.0313 0.0570  -0.3572
29 C 0.8117 -3.7557 -0.1891  -0.5391
30 C -0.1030 -3.1810 0.8784  -0.2321
31 C 0.6559 -2.5013 2.0296  -1.4008
32 N 1.5543 -1.4434 1.5477  0.2129
33 C 2.8828 -1.6124 1.2378  -0.4397
34 C 3.3276 -0.4503 0.7211  -0.5883
35 N 2.2493 0.4146 0.6763  -0.3928
36 C 1.1911 -0.2006 1.2230  -0.0049
37 O -1.0170 -2.2535 0.3711  0.3034
38 C -2.3744 -2.5400 0.7495  -1.2545
39 C -3.2553 -1.4469 0.2724  0.2337
40 C -3.7078 -1.3583 -0.9973  0.5565
41 Cl -3.3795 -2.4568 -2.2844  -0.1768
42 S -4.6758 0.0255 -1.2425  -0.1680
43 C -4.4821 0.5208 0.3851  -0.3221
44 C -3.7062 -0.3431 1.0723  -0.9962
45 C 1.2049 -3.1400 -1.3774  1.1539
46 Cl 0.6245 -1.5694 -1.8774  -0.0221
47 C 2.0632 -3.7659 -2.2694  -0.8951
48 H 2.5749 -6.6547 -0.5869  0.4689
49 H 1.0112 -5.5514 0.9569  0.4525
50 H -0.6209 -4.0343 1.3294  0.7166
51 H 1.2395 -3.2032 2.6229  0.4032
52 H -0.0787 -2.0226 2.6749  0.4562
53 H 3.3892 -2.5502 1.3935  0.5101
54 H 4.3045 -0.1907 0.3491  0.5468
55 H 0.1851 0.1788 1.2916  0.4622
56 H -2.4446 -2.6319 1.8397  0.4677
57 H -2.6622 -3.4939 0.3017  0.4949
58 H -4.9883 1.3952 0.7554  0.5026
59 H -3.4927 -0.2362 2.1291  0.4327
60 H 2.3303 -3.2779 -3.1960  0.4988
61 O 4.5909 3.2225 -0.2379  -0.3941
62 N 4.8322 3.0907 0.9725  0.3321
63 O 3.8983 2.4389 1.5514  -0.3309

Atomic forces in eV per Å
Ir 0.52 1.15 0.02
Se -0.10 -0.02 -0.02
N 0.02 0.03 -0.05
C -0.01 -0.05 -0.02
C 0.00 -0.01 -0.10
C -0.06 -0.01 0.04
C -0.06 0.01 -0.02
C 0.08 0.08 0.07
N 0.11 -0.39 0.20
C 0.05 -0.08 -0.04
C -0.01 0.05 0.12
N -0.02 -0.44 -0.13
C 0.04 0.03 -0.08
C -0.02 0.01 0.06
C -0.05 -0.01 -0.07
C -0.04 0.02 0.10
C -0.03 -0.04 0.04
N 0.02 0.03 0.04
H 0.01 0.01 0.01
H -0.01 0.00 0.00
H -0.02 -0.01 0.02
H 0.00 0.00 -0.02
H -0.01 0.00 -0.01
H 0.01 0.00 -0.01
Cl 0.00 0.01 0.01
C 0.02 0.00 -0.06
C -0.03 -0.04 0.06
C 0.06 0.01 0.05
C 0.04 -0.01 0.01
C 0.35 -0.11 -0.03
C -0.02 0.18 -0.01
N -0.09 -0.06 0.07
C -0.10 -0.41 0.08
C -0.18 0.14 -0.33
N -0.53 -0.18 0.56
C 0.47 -0.16 -0.65
O -0.40 0.24 0.01
C 0.12 -0.17 0.13
C 0.25 0.17 0.65
C -0.06 -0.07 -0.61
Cl -0.08 0.25 0.27
S -0.27 0.26 -0.34
C -0.10 0.16 -0.29
C 0.34 -0.48 0.18
C -0.07 -0.10 0.02
Cl 0.11 0.16 0.06
C 0.00 0.05 0.00
H -0.01 0.00 0.00
H 0.01 0.00 -0.01
H -0.05 0.04 0.02
H 0.07 0.02 -0.08
H -0.01 -0.08 0.12
H -0.01 0.04 0.05
H 0.00 0.05 0.06
H 0.04 0.00 0.04
H -0.01 0.00 -0.02
H -0.04 -0.03 0.02
H -0.06 0.08 0.01
H 0.01 -0.07 -0.05
H 0.00 0.00 0.01
O -0.26 -0.22 -0.12
N 0.11 0.00 -0.15
O -0.04 -0.02 0.13

Strongest force on any atom ... 1.3 eV/A
ΔE to the lowest compared entry with this formula, charge and spin ... 164.20 kJ/mol
Net charge ... +2
Gap between HOMO and LUMO ... 5.78 eV
DFT total energy ... -162488.6857 eV